Entry from the Open Molecules 2025 dataset: a 2-piece molecular cluster, C14H26IN6O overall (ωB97M-V with the def2-TZVPD basis set).

Values from the calculation:
Charge: +1
Kohn-Sham gap in eV: 6.51
E in eV: -34016.2073

Atoms and positions in Å:
N: -0.7149 0.5306 3.6432
C: -0.5764 0.8147 2.3345
N: -0.0481 -0.2872 1.5487
C: 0.0319 0.2859 0.2245
I: 0.7153 -0.7148 -1.5886
N: -0.4473 1.6500 0.3220
N: -0.8495 1.9996 1.5735
C: -1.4200 3.2624 2.1126
C: -2.7176 3.8135 1.3488
C: -3.5207 2.7368 0.4817
C: -5.1298 2.7591 0.7662
N: -5.5091 1.4046 1.2798
C: -5.7909 1.0195 2.6359
C: -6.0612 -0.5000 2.5399
C: -5.9353 -0.8992 1.0470
C: -5.5878 0.3703 0.2485
H: -0.8804 -0.4144 4.0060
H: -0.5689 1.2770 4.3373
H: -0.4922 2.2542 -0.5061
H: -1.7279 3.0647 3.2049
H: -0.6030 4.0759 2.1312
H: -2.3929 4.7092 0.7159
H: -3.4239 4.2355 2.1576
H: -3.4263 2.9432 -0.6522
H: -3.2054 1.6535 0.6271
H: -5.7256 3.0187 -0.1790
H: -5.4269 3.5259 1.5570
H: -5.7922 1.7264 3.5192
H: -6.2980 -1.1746 3.4194
H: -6.0384 -1.9145 0.5354
H: -5.3918 0.5620 -0.8491
C: 6.7592 -3.2550 -1.5629
C: 5.3031 -2.8038 -1.5152
C: 4.4782 -3.2551 -2.7373
O: 4.7136 -2.4945 -3.9180
C: 5.8608 -2.8913 -4.6538
N: 5.2622 -1.3458 -1.3432
H: 7.3602 -2.6678 -2.2602
H: 7.2231 -3.1486 -0.5782
H: 6.8352 -4.3084 -1.8498
H: 4.8528 -3.2657 -0.6293
H: 3.4183 -3.1040 -2.5010
H: 4.6018 -4.3263 -2.9356
H: 6.0278 -3.9706 -4.6082
H: 6.7408 -2.3521 -4.2989
H: 5.7039 -2.6102 -5.6968
H: 4.2933 -1.0604 -1.2163
H: 5.5208 -0.9287 -2.2382

Force components x, y, z for each atom (eV/Å):
-0.34 2.01 0.71
1.07 -2.11 -2.62
-1.07 4.91 -3.31
-1.67 1.42 4.34
-0.69 1.17 1.85
1.49 -2.68 -2.49
0.85 -3.93 2.90
-0.29 1.39 0.41
-0.10 0.19 -0.05
-1.05 0.42 -0.86
0.37 0.04 0.75
-0.62 -0.43 -1.39
-0.21 -4.33 -2.98
0.96 2.91 -2.52
0.82 3.72 0.25
-1.00 -2.39 5.46
0.39 0.61 -0.77
-0.41 -0.76 -0.57
-0.14 -0.02 0.89
0.73 -0.13 -1.79
-1.20 -1.36 -0.04
-0.55 -1.33 0.77
1.21 -0.67 -1.23
0.22 -0.19 1.81
-0.25 1.48 0.08
0.92 -0.61 1.40
0.57 -0.94 -1.04
0.01 -0.97 -1.54
0.32 1.05 -1.46
0.04 1.64 1.19
-0.35 -0.15 1.79
0.20 -0.19 0.17
0.24 0.07 -0.30
-0.15 0.21 0.06
-0.07 -0.41 0.26
-0.02 0.34 -0.19
-0.29 -0.03 -0.17
-0.13 -0.01 0.01
-0.10 0.05 -0.11
-0.01 0.10 0.00
-0.09 0.05 -0.09
0.03 0.06 -0.05
0.14 0.01 -0.02
0.01 0.02 0.10
0.13 -0.19 -0.01
-0.09 -0.03 0.08
0.07 0.01 0.12
0.09 -0.04 0.18